The following is a DFT calculation (ωB97M-V/def2-TZVPD) of a 13-piece molecular cluster, C38H55Br20N3O6 overall in a non-equilibrium geometry.

Element x y z (Å)
Br 5.516 -2.203 25.920
C 6.461 -2.069 24.130
C 6.800 -0.579 23.939
Br 7.845 -0.331 22.317
H 5.899 -2.454 23.351
H 7.357 -2.613 24.245
H 7.403 -0.161 24.721
H 5.944 0.072 23.860
Br -1.122 -2.222 21.763
C -1.022 -3.568 20.356
C -0.182 -4.732 20.840
Br 0.410 -5.877 19.358
H -0.532 -3.090 19.525
H -2.060 -3.877 20.053
H -0.671 -5.353 21.590
H 0.830 -4.364 21.191
Br 3.584 -9.491 26.255
C 1.917 -9.314 25.207
C 1.004 -10.471 25.434
Br 0.361 -10.518 27.328
H 2.272 -9.288 24.137
H 1.466 -8.342 25.373
H 1.452 -11.469 25.228
H 0.175 -10.367 24.700
Br 5.679 -5.174 19.020
C 4.703 -3.863 18.003
C 4.627 -2.526 18.554
Br 3.315 -2.339 20.050
H 3.704 -4.336 17.960
H 5.269 -3.878 17.051
H 4.409 -1.792 17.826
H 5.508 -2.157 19.027
Br -4.118 -7.538 25.740
C -2.853 -7.431 27.316
C -3.109 -6.216 28.108
Br -1.809 -5.911 29.449
H -1.868 -7.496 26.834
H -3.106 -8.366 27.820
H -4.067 -6.295 28.628
H -3.237 -5.339 27.536
Br 0.881 -9.100 31.322
C 2.107 -7.916 30.445
C 1.769 -7.731 28.959
Br 2.840 -6.212 28.356
H 3.016 -8.467 30.685
H 2.063 -6.883 30.838
H 0.699 -7.472 28.874
H 2.030 -8.596 28.354
Br 3.075 -0.525 23.263
C 2.937 0.548 24.946
C 1.504 1.070 24.983
Br 1.110 2.224 26.543
H 3.581 1.444 24.799
H 3.148 -0.046 25.806
H 0.826 0.232 25.139
H 1.317 1.551 24.036
Br -3.441 -7.661 19.180
C -2.031 -8.220 20.364
C -2.458 -8.441 21.771
Br -0.915 -7.964 22.983
H -1.420 -7.217 20.333
H -1.473 -9.009 19.866
H -2.776 -9.475 22.012
H -3.106 -7.646 21.948
Br 3.572 -5.406 23.623
C 2.280 -4.555 24.870
C 0.850 -4.528 24.315
Br -0.223 -3.662 25.631
H 2.640 -3.511 25.138
H 2.301 -5.100 25.780
H 0.595 -5.538 24.249
H 0.741 -3.961 23.380
Br 7.707 -7.152 23.433
C 7.933 -7.591 25.369
C 6.635 -7.284 26.001
Br 6.755 -7.762 27.904
H 8.851 -7.005 25.726
H 8.253 -8.644 25.364
H 5.860 -7.908 25.567
H 6.512 -6.239 26.019
C 4.238 -8.515 22.266
C 4.579 -9.884 22.471
C 3.717 -10.925 22.124
C 2.497 -10.549 21.674
C 2.136 -9.276 21.416
C 2.982 -8.227 21.756
N 1.410 -11.570 21.540
O 0.306 -11.160 21.109
O 1.609 -12.662 21.997
H 4.918 -7.686 22.455
H 5.508 -10.176 22.932
H 3.932 -11.961 22.279
H 1.134 -8.912 21.092
H 2.640 -7.218 21.629
C -5.454 -2.697 25.948
C -6.338 -3.763 25.620
C -6.021 -4.616 24.574
C -4.905 -4.277 23.784
C -4.052 -3.250 24.084
C -4.327 -2.456 25.170
N -4.550 -5.118 22.647
O -5.346 -5.846 22.114
O -3.400 -5.031 22.249
H -5.719 -2.081 26.828
H -7.188 -4.022 26.269
H -6.759 -5.372 24.236
H -3.205 -2.968 23.382
H -3.709 -1.542 25.384
C 2.175 -1.119 28.773
C 1.654 -2.073 29.628
C 2.538 -2.844 30.398
C 3.881 -2.599 30.210
C 4.416 -1.646 29.321
C 3.508 -0.920 28.615
N 4.766 -3.465 31.023
O 4.308 -4.301 31.790
O 5.941 -3.239 30.839
H 1.425 -0.587 28.131
H 0.619 -2.312 29.649
H 2.174 -3.601 31.039
H 5.521 -1.651 29.052
H 3.798 -0.255 27.810

**E_tot**: -1457895.2637 eV
**2S+1**: 1
**Gap between HOMO and LUMO**: 9.20 eV